Model w:
{
  "formula": "CH4N2O",
  "method": "wB97M-V/def2-TZVPD",
  "symbols": ["C", "N", "N", "O", "H", "H", "H", "H"],
  "coordinates": [[0.48, 1.06, 0.12], [-0.12, 0.68, 1.22], [0.03, -0.72, -1.07], [0.97, 1.99, -0.42], [0.01, -0.40, 1.41], [-0.21, 1.30, 2.07], [0.90, -1.09, -1.56], [-0.35, -0.10, -1.81]],
  "lowdin_charge": [-0.41, 0.10, -0.06, 0.11, 0.17, 0.14, -0.01, -0.05],
  "spin_multiplicity": 1,
  "mol_weight_g_mol": 60.06,
  "total_charge": 0,
  "homo_lumo_gap_ev": 9.08
}



Model x:
{
  "formula": "CH4N2O",
  "method": "wB97M-V/def2-TZVPD",
  "symbols": ["C", "N", "N", "O", "H", "H", "H", "H"],
  "coordinates": [[0.03, -1.04, -0.29], [0.11, 0.41, -0.25], [0.68, 1.68, -0.93], [-0.49, -1.62, 0.81], [0.42, -1.62, -1.04], [-0.40, 0.69, 0.64], [0.15, 2.31, -0.39], [-0.52, -0.82, 1.45]],
  "lowdin_charge": [-0.13, -0.10, -0.03, 0.00, 0.09, 0.12, -0.08, 0.14],
  "spin_multiplicity": 1,
  "mol_weight_g_mol": 60.06,
  "total_charge": 0,
  "homo_lumo_gap_ev": [8.31, 7.53]
}



Last place for stability: model x



Model w:
{
  "formula": "CH4N2O",
  "method": "wB97M-V/def2-TZVPD",
  "symbols": ["C", "N", "N", "O", "H", "H", "H", "H"],
  "coordinates": [[-0.70, -0.12, -0.16], [-2.82, -0.31, 0.00], [1.57, -0.71, 0.10], [0.14, -1.01, -0.07], [-0.67, 0.92, -0.52], [-2.62, -1.31, 0.00], [2.27, -1.33, -0.38], [1.71, 0.30, -0.02]],
  "lowdin_charge": [-0.06, -0.05, 0.07, -0.09, 0.07, -0.16, 0.12, 0.09],
  "spin_multiplicity": 1,
  "mol_weight_g_mol": 60.06,
  "total_charge": 0,
  "homo_lumo_gap_ev": [7.68, 7.68]
}



Model x:
{
  "formula": "CH4N2O",
  "method": "wB97M-V/def2-TZVPD",
  "symbols": ["C", "N", "N", "O", "H", "H", "H", "H"],
  "coordinates": [[0.34, -0.31, -0.01], [-0.65, -1.26, 0.36], [-0.75, -0.38, -0.84], [1.67, -0.43, -0.07], [-0.29, 1.79, 1.03], [-0.29, -2.11, 0.03], [-1.40, 0.48, -0.72], [1.95, 0.48, -0.33]],
  "lowdin_charge": [-0.53, 0.08, 0.02, 0.07, 0.05, 0.07, 0.12, 0.12],
  "spin_multiplicity": 1,
  "mol_weight_g_mol": 60.06,
  "total_charge": 0,
  "homo_lumo_gap_ev": [7.40, 10.20]
}



Model y:
{
  "formula": "CH4N2O",
  "method": "wB97M-V/def2-TZVPD",
  "symbols": ["N", "C", "N", "O", "H", "H", "H", "H"],
  "coordinates": [[-0.64, 0.85, -0.71], [0.34, 0.17, -0.03], [-0.08, -0.81, 0.85], [1.43, 0.77, 0.18], [-0.23, 1.49, -1.37], [-0.40, -0.26, -1.26], [0.46, -0.85, 1.71], [-0.89, -1.36, 0.63]],
  "lowdin_charge": [0.14, -0.77, 0.13, -0.01, 0.09, 0.22, 0.11, 0.09],
  "spin_multiplicity": 1,
  "mol_weight_g_mol": 60.06,
  "total_charge": 0,
  "homo_lumo_gap_ev": 10.07
}



Model z:
{
  "formula": "CH4N2O",
  "method": "wB97M-V/def2-TZVPD",
  "symbols": ["C", "N", "N", "O", "H", "H", "H", "H"],
  "coordinates": [[-0.04, -0.47, 0.56], [-0.33, -1.41, 1.31], [-0.16, 1.08, -1.03], [-0.76, -0.13, -0.48], [1.10, 0.32, 0.72], [0.30, -1.60, 2.10], [-0.87, 1.21, -1.73], [0.76, 1.00, -1.44]],
  "lowdin_charge": [-0.44, 0.09, 0.04, -0.09, 0.20, 0.06, 0.08, 0.06],
  "spin_multiplicity": 1,
  "mol_weight_g_mol": 60.06,
  "total_charge": 0,
  "homo_lumo_gap_ev": 10.78
}



Last place for stability: model w



Model w:
{
  "formula": "S2",
  "method": "wB97M-V/def2-TZVPD",
  "symbols": ["S", "S"],
  "coordinates": [[0.73, -0.43, 0.40], [-0.73, 0.43, -0.40]],
  "lowdin_charge": [0.00, 0.00],
  "spin_multiplicity": 1,
  "mol_weight_g_mol": 64.13,
  "total_charge": 0,
  "homo_lumo_gap_ev": 5.77
}



Model x:
{
  "formula": "S2",
  "method": "wB97M-V/def2-TZVPD",
  "symbols": ["S", "S"],
  "coordinates": [[0.00, 0.00, 1.05], [0.00, 0.00, -1.05]],
  "lowdin_charge": [0.00, 0.00],
  "spin_multiplicity": 1,
  "mol_weight_g_mol": 64.13,
  "total_charge": 0,
  "homo_lumo_gap_ev": 5.71
}



Last place for stability: model x



Model w:
{
  "formula": "C8H13N",
  "method": "wB97M-V/def2-TZVPD",
  "symbols": ["C", "C", "C", "C", "C", "C", "C", "C", "N", "H", "H", "H", "H", "H", "H", "H", "H", "H", "H", "H", "H", "H"],
  "coordinates": [[-2.17, 1.83, -0.04], [-0.80, 1.14, -0.13], [0.38, 1.91, 0.49], [-0.72, -0.15, -0.41], [0.65, -1.02, -0.24], [0.15, -2.47, -0.58], [1.32, -0.86, 1.15], [1.50, -0.67, -1.38], [2.16, -0.36, -2.26], [-2.27, 2.86, -0.34], [-2.53, 1.89, 1.01], [-2.97, 1.16, -0.46], [0.80, 1.28, 1.31], [1.18, 1.85, -0.31], [0.26, 2.93, 0.72], [-1.53, -0.60, -1.02], [-0.29, -2.70, 0.37], [1.01, -3.11, -0.77], [-0.52, -2.52, -1.48], [0.49, -0.53, 1.84], [1.77, -1.81, 1.52], [2.14, -0.06, 0.98]],
  "lowdin_charge": [-0.06, -0.31, -0.04, -0.03, -0.50, -0.06, -0.05, -0.23, 0.16, 0.06, 0.09, 0.08, 0.05, 0.10, 0.06, 0.12, 0.07, 0.08, 0.11, 0.10, 0.09, 0.11],
  "spin_multiplicity": 1,
  "mol_weight_g_mol": 123.20,
  "total_charge": 0,
  "homo_lumo_gap_ev": 10.16
}



Model x:
{
  "formula": "C8H13N",
  "method": "wB97M-V/def2-TZVPD",
  "symbols": ["C", "C", "C", "C", "C", "C", "C", "C", "H", "H", "H", "H", "H", "H", "H", "H", "H", "H", "H", "H", "H", "N"],
  "coordinates": [[0.97, -0.65, 1.80], [1.00, -0.93, 0.32], [1.37, 0.17, -0.69], [0.58, -0.80, -1.61], [-0.92, 0.24, -0.22], [-1.94, 0.21, 0.83], [-0.90, 1.33, -1.28], [0.26, 1.15, -0.31], [1.98, -0.71, 2.17], [0.35, -1.40, 2.32], [0.63, 0.33, 2.10], [1.61, -1.87, 0.12], [2.40, 0.45, -0.91], [1.21, -1.69, -1.80], [0.15, -0.46, -2.57], [-1.56, -0.48, 1.61], [-2.83, -0.30, 0.41], [-2.18, 1.22, 1.16], [-1.51, 2.20, -1.06], [-0.82, 1.13, -2.35], [0.48, 1.94, 0.42], [-0.32, -1.08, -0.45]],
  "lowdin_charge": [-0.05, -0.31, -0.15, -0.14, -0.49, -0.02, -0.01, -0.19, 0.07, 0.09, 0.07, 0.15, 0.14, 0.12, 0.11, 0.08, 0.09, 0.09, 0.10, 0.09, 0.14, 0.03],
  "spin_multiplicity": 1,
  "mol_weight_g_mol": 123.20,
  "total_charge": 0,
  "homo_lumo_gap_ev": 9.86
}



Model y:
{
  "formula": "C8H13N",
  "method": "wB97M-V/def2-TZVPD",
  "symbols": ["C", "C", "C", "C", "C", "C", "C", "C", "H", "H", "H", "H", "H", "H", "H", "H", "H", "H", "H", "H", "H", "N"],
  "coordinates": [[2.68, -0.36, -0.39], [1.58, -0.23, 0.67], [0.51, 0.78, 0.26], [-0.91, 0.89, 0.85], [-0.37, 0.44, -0.98], [-1.06, -0.82, -0.60], [-2.51, -0.85, -0.19], [-1.42, -0.55, 0.85], [3.61, -0.90, -0.12], [3.01, 0.69, -0.67], [2.32, -0.85, -1.31], [1.07, -1.16, 0.83], [2.07, 0.06, 1.63], [0.92, 1.80, 0.15], [-1.01, 1.50, 1.75], [-1.00, 2.43, -0.53], [-0.14, 0.53, -2.02], [-0.60, -1.80, -0.92], [-2.96, -1.80, -0.08], [-3.21, -0.09, -0.47], [-1.22, -1.19, 1.72], [-1.37, 1.46, -0.43]],
  "lowdin_charge": [-0.11, -0.22, -0.23, -0.26, -0.22, -0.22, -0.05, -0.17, 0.07, 0.09, 0.07, 0.09, 0.12, 0.14, 0.14, 0.11, 0.13, 0.15, 0.08, 0.09, 0.14, 0.03],
  "spin_multiplicity": 1,
  "mol_weight_g_mol": 123.20,
  "total_charge": 0,
  "homo_lumo_gap_ev": 9.92
}



Last place for stability: model x



Model w:
{
  "formula": "H10NaO5",
  "method": "wB97M-V/def2-TZVPD",
  "symbols": ["Na", "O", "H", "H", "O", "H", "H", "O", "H", "H", "O", "H", "H", "O", "H", "H"],
  "coordinates": [[-0.24, 0.30, -0.33], [2.04, -0.41, -0.39], [2.83, -0.69, -0.88], [2.17, -0.75, 0.51], [-1.23, -1.60, 0.84], [-2.19, -1.54, 0.96], [-0.99, -2.46, 1.20], [-1.19, -0.97, -2.16], [-0.92, -0.97, -3.09], [-1.24, -1.90, -1.90], [0.36, 0.66, 2.10], [1.16, 1.20, 2.16], [0.43, -0.03, 2.78], [-0.25, 2.68, -0.55], [-0.58, 3.31, 0.11], [-0.16, 3.18, -1.37]],
  "lowdin_charge": [0.49, -0.04, 0.07, 0.06, -0.03, 0.08, 0.07, -0.04, 0.07, 0.06, -0.04, 0.07, 0.06, -0.03, 0.07, 0.07],
  "spin_multiplicity": 1,
  "mol_weight_g_mol": 113.06,
  "total_charge": 1,
  "homo_lumo_gap_ev": 12.37
}



Model x:
{
  "formula": "H10NaO5",
  "method": "wB97M-V/def2-TZVPD",
  "symbols": ["Na", "O", "H", "H", "O", "H", "H", "O", "H", "H", "O", "H", "H", "O", "H", "H"],
  "coordinates": [[0.57, 0.01, -0.27], [0.17, 2.48, -1.00], [0.34, 3.43, -1.00], [-0.50, 2.35, -1.68], [-0.89, -0.85, 1.72], [-1.25, -0.86, 2.62], [-1.05, -1.74, 1.39], [0.28, -2.70, -0.84], [1.23, -2.81, -0.68], [-0.15, -3.07, -0.06], [-1.55, 0.14, -1.73], [-2.13, -0.49, -2.17], [-2.15, 0.73, -1.26], [2.23, 0.87, 1.38], [2.14, 1.83, 1.40], [2.72, 0.65, 2.19]],
  "lowdin_charge": [0.57, -0.04, 0.07, 0.04, -0.03, 0.07, 0.03, -0.03, 0.07, 0.04, -0.04, 0.08, 0.07, -0.04, 0.06, 0.07],
  "spin_multiplicity": 1,
  "mol_weight_g_mol": 113.06,
  "total_charge": 1,
  "homo_lumo_gap_ev": 12.34
}



Last place for stability: model x



Model w:
{
  "formula": "BrHNO3S",
  "method": "wB97M-V/def2-TZVPD",
  "symbols": ["N", "O", "O", "O", "S", "Br", "H"],
  "coordinates": [[-1.26, 0.44, 0.55], [0.59, -0.40, -1.48], [0.38, -1.90, 0.43], [1.75, 0.12, 0.63], [0.69, -0.56, -0.05], [-0.39, 2.04, 0.24], [-1.76, 0.26, -0.32]],
  "lowdin_charge": [-0.56, -0.40, -0.39, -0.41, 0.37, 0.46, -0.07],
  "spin_multiplicity": 1,
  "mol_weight_g_mol": 174.98,
  "total_charge": -1,
  "homo_lumo_gap_ev": [8.10, 8.10]
}



Model x:
{
  "formula": "BrHNO3S",
  "method": "wB97M-V/def2-TZVPD",
  "symbols": ["N", "O", "O", "O", "S", "Br", "H"],
  "coordinates": [[-1.42, 0.51, -0.29], [1.40, -0.50, -0.76], [0.12, -1.97, 0.69], [1.08, 0.19, 1.57], [0.62, -0.61, 0.45], [-0.66, 2.18, -0.45], [-1.15, 0.21, -1.21]],
  "lowdin_charge": [-0.60, -0.39, -0.38, -0.38, 0.46, 0.41, -0.12],
  "spin_multiplicity": 1,
  "mol_weight_g_mol": 174.98,
  "total_charge": -1,
  "homo_lumo_gap_ev": [7.96, 7.96]
}



Last place for stability: model x



Model w:
{
  "formula": "CH3FINS",
  "method": "wB97M-V/def2-TZVPD",
  "symbols": ["C", "N", "F", "S", "I", "H", "H", "H"],
  "coordinates": [[0.04, -0.41, -0.06], [-1.39, -0.68, -0.24], [-1.64, -1.26, -1.45], [-2.98, 1.53, -0.78], [-1.49, 3.29, -0.39], [0.26, -1.21, 0.77], [0.63, -0.52, -1.00], [0.04, 0.68, 0.44]],
  "lowdin_charge": [-0.14, -0.09, -0.11, -0.21, 0.26, 0.12, 0.09, 0.07],
  "spin_multiplicity": 1,
  "mol_weight_g_mol": 207.01,
  "total_charge": 0,
  "homo_lumo_gap_ev": [6.07, 6.05]
}



Model x:
{
  "formula": "CH3FINS",
  "method": "wB97M-V/def2-TZVPD",
  "symbols": ["C", "N", "F", "S", "I", "H", "H", "H"],
  "coordinates": [[1.71, -0.03, 0.52], [1.30, 1.15, 0.33], [-0.29, 0.68, -0.41], [1.50, 2.67, 0.44], [-3.83, -1.35, -0.39], [2.72, -0.20, 0.88], [0.96, -0.79, 0.35], [-4.07, -2.12, -1.72]],
  "lowdin_charge": [0.00, -0.64, -0.36, 0.79, 0.41, 0.10, 0.09, -0.41],
  "spin_multiplicity": 1,
  "mol_weight_g_mol": 207.01,
  "total_charge": 0,
  "homo_lumo_gap_ev": [8.18, 8.17]
}



Last place for stability: model w